Record 1
Density functional theory data (ωB97M-V/def2-TZVPD) for the molecule C22H26N2O4.

Each line ends with the Mulliken charge.
Element x y z (Å)
C  7.009652  2.377008  -5.163137  -1.055
C  5.926299  3.407706  -4.839403  -0.962
C  4.849018  2.795156  -3.990490  0.480
C  4.929299  2.819208  -2.605820  -1.081
C  3.963431  2.221979  -1.817312  0.022
C  2.875221  1.579975  -2.403307  0.900
N  1.912619  0.918159  -1.653861  -0.396
C  1.656909  1.260835  -0.277981  0.743
C  2.500193  0.482654  0.740829  -0.493
C  1.511157  -0.030073  1.763920  0.369
O  1.742263  -0.578967  2.806029  -0.611
N  0.239797  0.240825  1.290131  0.227
C  -0.962286  -0.216593  1.956053  -0.883
C  -1.386855  -1.601996  1.452189  -0.962
C  -2.666717  -2.018016  2.120081  -0.303
C  -2.658628  -2.787472  3.265770  -1.075
C  -3.848552  -3.134626  3.892224  -0.482
C  -5.063200  -2.711092  3.383818  1.055
O  -6.283862  -2.994979  3.918443  -0.412
C  -6.334535  -3.784483  5.079323  -0.941
C  -5.080594  -1.917499  2.213994  0.781
O  -6.314942  -1.540961  1.779442  -0.434
C  -6.401240  -0.750657  0.620533  -0.918
C  -3.886023  -1.583604  1.603361  -0.321
C  0.220603  0.891221  0.084828  -0.168
O  -0.763400  1.121620  -0.569315  -0.652
C  2.792161  1.552494  -3.795902  -0.576
C  3.765789  2.146136  -4.571198  -0.758
H  6.580182  1.533671  -5.699278  0.323
H  7.788312  2.821102  -5.779366  0.349
H  7.461528  2.003905  -4.246734  0.322
H  5.495497  3.780250  -5.771208  0.349
H  6.378451  4.250578  -4.312446  0.349
H  5.762960  3.316283  -2.129880  0.342
H  4.063518  2.256248  -0.743711  0.271
H  1.069787  0.709143  -2.173626  0.219
H  1.763246  2.346751  -0.114414  0.304
H  2.987588  -0.367703  0.260180  0.317
H  3.271477  1.075334  1.230910  0.334
H  -1.752093  0.510701  1.755957  0.386
H  -0.752673  -0.254597  3.027025  0.364
H  -0.593164  -2.317325  1.674458  0.421
H  -1.524494  -1.552486  0.370087  0.366
H  -1.722870  -3.128763  3.681734  0.394
H  -3.810360  -3.740724  4.782993  0.376
H  -5.908509  -4.779396  4.910568  0.367
H  -5.815800  -3.305816  5.916970  0.368
H  -7.391667  -3.883014  5.321079  0.232
H  -7.464256  -0.572815  0.465729  0.229
H  -5.889177  0.209279  0.746253  0.364
H  -5.990779  -1.268140  -0.253073  0.362
H  -3.880333  -0.980990  0.708742  0.478
H  1.951274  1.060291  -4.264149  0.344
H  3.678778  2.114278  -5.648042  0.379

Cartesian forces, eV/Å:
0.0 0.2 0.0
0.1 -0.2 0.0
0.1 0.2 0.0
0.0 0.0 -0.2
-0.2 -0.1 0.1
0.3 0.0 -0.1
-0.6 -0.2 0.0
0.3 0.0 -0.1
0.1 0.1 0.0
0.3 0.2 -0.1
0.0 -0.2 0.2
-0.3 0.0 0.2
-0.2 -0.2 0.0
0.0 0.2 0.1
0.2 -0.2 0.1
0.1 0.1 -0.2
-0.3 0.0 0.1
-0.1 0.0 0.0
0.2 0.2 -0.3
0.0 -0.1 0.2
-0.2 0.0 0.1
0.2 -0.2 0.3
0.0 0.1 -0.2
-0.2 0.0 0.0
0.3 0.0 -0.1
-0.2 0.0 -0.1
0.0 0.0 0.0
0.0 0.0 0.1
0.0 -0.1 0.0
0.1 0.0 -0.1
0.1 -0.1 0.1
0.0 0.1 0.0
-0.1 0.1 -0.1
0.1 0.1 0.0
0.0 0.0 0.1
0.0 0.1 0.1
-0.1 -0.1 0.0
0.0 0.0 0.0
0.0 0.0 0.0
0.1 0.0 0.1
0.0 0.1 -0.1
0.0 0.0 0.0
0.1 0.0 0.0
0.1 0.0 0.0
-0.1 -0.1 0.1
0.0 0.0 0.0
0.0 0.0 0.0
0.1 0.0 0.0
0.1 0.0 0.0
0.0 0.0 0.0
0.0 0.0 0.0
-0.1 0.1 -0.1
-0.1 -0.1 -0.1
0.0 0.0 -0.1

The largest force on an atom is 0.6 eV/Å. As for the HOMO energy: -7.978 eV. As for the total energy: -34406.9207 eV. For the molar mass, the calculation gives 382.46 g/mol. The SMILES is CCc1ccc(N[C@@H]2CC(=O)N(CCc3ccc(OC)c(OC)c3)C2=O)cc1. The value obtained for the LUMO energy is 0.73 eV. The value obtained for the relative energy (zero: lowest compared OMol25 entry of this formula, charge and spin) is 42.6 kcal/mol. Its gap between HOMO and LUMO is 8.71 eV. The spin multiplicity is 1. Its net charge is 0.

---

Record 2
Density functional theory data (ωB97M-V/def2-TZVPD) for C20H41InN2P3S as an isolated structure.

Each line ends with the Mulliken charge.
Element x y z (Å)
In  0.745597  -0.123571  0.159158  0.841
P  1.901998  1.561302  1.744786  0.817
P  -1.419377  0.618688  2.540149  0.907
P  -1.549057  2.421816  -0.673216  1.348
H  0.428965  -3.797328  -5.943480  0.283
C  0.584704  -2.769818  -6.289655  -0.535
C  1.716068  -2.075493  -6.088685  -0.463
H  2.476313  -2.351426  -5.353655  0.258
C  3.317753  0.695727  2.498257  -1.359
C  1.379295  2.674833  3.089276  -1.236
C  2.714464  2.709924  0.587912  -1.258
C  -3.037130  -0.234275  2.367472  -1.373
C  -0.897308  -0.105231  4.146775  -1.455
C  -2.061275  2.242938  3.167914  -1.594
C  -1.191319  2.719872  -2.385744  -1.024
C  -0.930031  3.839833  0.234007  -0.862
C  -3.318806  2.284147  -0.467528  -1.253
H  -0.223395  -2.334657  -6.892246  0.251
H  1.915996  -1.205927  -6.725697  0.248
H  3.683630  -0.100247  1.838584  0.413
H  3.026808  0.257289  3.461662  0.386
H  4.114756  1.431193  2.666528  0.534
H  0.991565  2.111227  3.946816  0.355
H  0.623722  3.380347  2.725921  0.300
H  2.246450  3.264441  3.426711  0.544
H  3.066511  2.168498  -0.298028  0.428
H  3.563280  3.165942  1.109120  0.520
H  2.025861  3.502818  0.279389  0.310
H  -3.762448  0.102505  3.124651  0.419
H  -2.876211  -1.315355  2.463687  0.455
H  -3.447736  -0.053038  1.367504  0.298
H  -1.563233  0.189613  4.964496  0.513
H  0.123195  0.190516  4.400864  0.298
H  -0.889892  -1.195413  4.076255  0.439
H  -2.696895  2.108967  4.057340  0.545
H  -2.634634  2.768685  2.397021  0.391
H  -1.236620  2.910253  3.436019  0.385
H  -1.952996  3.466575  -2.649144  0.504
H  -1.292459  1.813783  -2.991182  0.227
H  -0.168991  3.108108  -2.474160  0.403
H  -1.434309  4.669710  -0.307294  0.523
H  0.167416  3.950970  0.152284  0.110
H  -1.244687  3.862551  1.293120  0.252
H  -3.688422  3.122055  -1.080781  0.462
H  -3.621276  2.380139  0.586603  0.346
H  -3.683103  1.319336  -0.856441  0.403
C  0.656767  -1.372072  -2.870811  0.575
C  -0.673892  -1.460619  -3.349607  -0.325
C  -1.289288  -2.697446  -3.532777  -0.720
C  -0.602076  -3.873157  -3.210453  -0.436
C  0.724728  -3.803973  -2.782125  -0.668
C  1.399687  -2.576825  -2.726244  -0.613
S  1.355818  0.152959  -2.326929  -0.050
H  -1.049438  1.096798  -0.510838  -0.621
H  -1.194181  -0.527593  -3.591676  0.344
H  -2.281981  -2.765653  -3.979656  0.547
H  -1.092393  -4.857611  -3.269043  0.416
H  1.202115  -4.717075  -2.421512  0.597
H  2.468444  -2.514855  -2.439853  0.370
N  1.369094  -3.420560  2.724433  -0.014
C  1.154989  -4.269575  1.640478  -0.687
C  0.868274  -3.465318  0.581918  -0.120
N  0.949102  -2.143520  1.006392  0.052
C  1.244659  -2.148009  2.308833  -0.357
H  1.586408  -3.682395  3.683109  0.260
H  1.219870  -5.339247  1.730838  0.423
H  0.641920  -3.708414  -0.444125  0.346
H  1.348633  -1.258646  2.946297  0.381

Cartesian forces, eV/Å:
0.6 -0.5 -0.6
1.6 0.6 0.1
-1.2 -0.3 0.8
-0.4 -0.6 -0.8
0.0 0.6 0.3
0.5 0.3 -0.1
-0.7 -0.2 -0.3
0.0 -0.3 -0.6
0.0 -0.2 0.0
-0.5 0.0 0.1
0.0 -0.1 -0.1
0.0 -0.2 -0.3
0.5 -0.2 -0.1
0.4 0.4 -0.2
-0.1 0.3 0.0
0.2 0.1 0.5
-0.1 0.0 0.1
0.5 -0.4 -0.1
-0.2 0.0 0.7
0.1 0.2 0.2
0.1 0.1 -0.2
-0.1 -0.2 0.0
0.1 0.2 -0.2
0.2 -0.2 0.2
-0.1 -0.3 -0.2
0.0 0.2 0.1
-0.1 0.0 -0.2
0.3 -0.2 0.0
0.3 -0.2 -0.2
-0.1 0.2 0.0
-0.1 -0.1 0.2
0.1 0.0 -0.2
-0.1 0.1 0.1
-0.1 0.0 0.0
0.2 -0.1 -0.4
-0.1 -0.2 0.2
-0.2 -0.1 0.1
0.4 0.0 -0.5
-0.1 0.2 0.1
-0.3 0.0 -0.2
0.4 -0.2 0.3
-0.7 0.0 -0.1
0.2 0.0 -0.6
-0.4 -0.3 0.4
0.0 0.1 -0.5
0.1 0.4 0.0
-0.4 -1.8 -0.4
0.4 0.4 0.3
0.2 0.0 -0.4
0.0 0.0 0.3
0.1 0.2 -0.1
-0.2 0.6 0.8
-0.5 0.0 1.4
0.0 0.9 0.5
0.0 -0.4 0.1
0.2 0.1 0.3
0.2 0.6 0.0
0.2 0.2 -0.6
-0.8 -0.1 -0.1
0.0 0.4 -0.3
-0.1 0.7 0.4
0.2 0.2 0.2
-0.2 0.8 0.4
0.0 -0.6 0.1
0.0 -0.1 -0.3
0.0 0.0 0.0
0.0 0.0 0.2
0.0 -0.8 -0.4

The largest force on an atom is 1.8 eV/Å. As for the HOMO energy: -15.335 eV. As for the total energy: -68234.4263 eV. For the molar mass, the calculation gives 549.37 g/mol. The value obtained for the LUMO energy is -10.45 eV. The value obtained for the relative energy (zero: lowest compared OMol25 entry of this formula, charge and spin) is 0.0 kcal/mol. Its gap between HOMO and LUMO is 4.88 eV. The spin multiplicity is 1. Its net charge is +3.

---

Record 3
Density functional theory data (ωB97M-V/def2-TZVPD) for C5H16N3O3Sn as an isolated structure.

Each line ends with the Mulliken charge.
Element x y z (Å)
Sn  1.376391  0.012816  1.485468  1.303
O  1.635438  -2.219261  3.042041  -0.938
H  1.628347  -3.056264  3.514553  0.172
C  0.155972  1.832336  -2.690596  -1.636
C  0.411176  1.725252  -1.192887  0.321
C  -0.489476  2.676164  -0.439426  -0.850
O  -0.189059  2.316346  0.882906  -0.147
C  -0.914153  2.939365  1.928696  -0.862
N  0.096566  0.353108  -0.741805  -0.401
H  -0.893998  1.732627  -2.959247  0.396
H  0.778837  1.176931  -3.300078  0.447
H  0.513497  2.821272  -2.999065  0.448
H  1.456598  1.938742  -0.960039  0.128
H  -1.548861  2.497717  -0.650549  0.411
H  -0.216161  3.704430  -0.687905  0.484
H  -1.081648  4.008728  1.762187  0.310
H  -0.578576  2.782083  2.948967  0.282
H  -1.953389  2.589055  1.842961  0.354
H  -0.050268  -0.296817  -1.506601  0.259
H  -0.818467  0.317103  -0.294069  0.364
C  0.163115  -3.224977  0.063586  0.604
O  0.602907  -2.071039  -0.153122  -0.590
N  0.356060  -3.847420  1.235098  -0.265
N  -0.370538  -4.009903  -0.913376  -0.393
H  0.192084  -4.834803  1.301079  0.153
H  0.871165  -3.319611  1.964617  0.247
H  -0.622956  -3.564887  -1.775403  0.218
H  -0.510614  -4.979100  -0.708001  0.181

Cartesian forces, eV/Å:
-0.7 -3.0 -0.4
-0.2 1.9 -1.6
0.1 0.2 0.4
1.0 1.0 -0.3
-1.2 -0.6 -1.5
0.7 -0.3 -0.1
1.0 0.0 2.0
-2.4 0.8 -0.7
-0.1 0.2 1.1
0.0 -0.1 0.1
-0.2 -0.4 0.3
-0.4 0.1 -0.1
0.0 0.1 0.0
0.0 0.0 -0.1
-0.1 0.1 0.3
0.8 0.1 0.0
0.6 -0.4 -0.3
0.1 -0.3 0.4
0.9 -0.2 0.0
0.0 0.3 0.1
1.3 -1.6 0.5
-0.6 0.7 0.3
-0.2 0.4 -0.2
0.1 1.2 0.3
-0.1 0.0 0.2
0.0 0.1 -0.1
0.0 -0.4 -0.2
-0.3 -0.1 -0.4

The largest force on an atom is 3.1 eV/Å. As for the HOMO energy: -11.962 eV. As for the total energy: -21881.1602 eV. For the molar mass, the calculation gives 284.91 g/mol. The value obtained for the LUMO energy is -5.36 eV. The value obtained for the relative energy (zero: lowest compared OMol25 entry of this formula, charge and spin) is 0.0 kcal/mol. Its gap between HOMO and LUMO is 6.60 eV. The spin multiplicity is 1. Its net charge is +1.